The following is a quantum chemistry calculation of a structure of composition C18H32CaNO3 in a non-equilibrium geometry, from OMol25.

As for the spin multiplicity: 1. The LUMO energy comes out at -2.5 eV. Its total charge is +1. For the energy relative to the best compared isomer or geometry (same formula, charge and spin), the calculation gives 49.1 kJ/mol. Its highest occupied orbital energy is -9.4 eV. Its HOMO-LUMO gap is 6.8 eV. The value obtained for the maximum force is 0.0799 hartree/bohr.

Cartesian coordinates (Å):
Ca -0.22185 -0.68357 0.52080
C 0.46127 -0.85505 3.66508
O -0.71571 -0.59547 2.80492
C -1.92944 -1.33869 3.25339
C -2.69856 -1.95828 2.07509
O -1.92072 -2.26531 0.96374
C -1.30893 -3.63783 0.97055
C -0.25535 -3.76075 -0.10479
O 0.87124 -2.95008 0.32953
C 2.20722 -3.39029 0.16672
H 0.03549 -1.36272 4.59469
H 0.99254 -0.02032 4.05447
H 1.15348 -1.52747 3.15404
H -2.40077 -0.59370 3.86449
H -1.53219 -2.21117 3.90153
H -3.36310 -1.16716 1.71231
H -3.32704 -2.74766 2.53678
H -2.12239 -4.34837 0.75726
H -0.80804 -3.85071 2.00307
H -0.66051 -3.29912 -1.11567
H 0.06977 -4.80863 -0.28844
H 2.42639 -4.45344 0.45422
H 2.67812 -2.76079 0.98020
H 2.61835 -3.19878 -0.83346
C 4.06088 1.68175 0.54527
C 2.84929 1.41197 -0.27798
C 3.06286 1.37140 -1.64381
C 1.99558 1.48686 -2.52154
C 2.35240 1.86368 -4.01308
C 0.72489 1.47233 -2.01061
C 0.37701 1.40736 -0.63461
C 1.56291 1.45032 0.23787
N -0.86142 1.38493 -0.21827
C -1.96773 1.99383 -0.92627
C -3.15257 2.07236 0.05376
C -1.67803 3.43232 -1.49194
C -2.48824 1.06112 -2.05402
H 4.83346 0.85392 0.46632
H 3.81904 1.71036 1.63918
H 4.55419 2.60773 0.12868
H 4.08425 1.32784 -2.09889
H 2.17939 2.92181 -4.23177
H 1.86759 1.29423 -4.79633
H 3.45973 1.79529 -4.12790
H -0.02699 1.57534 -2.72017
H 1.43820 1.45302 1.35157
H -2.86976 2.65624 0.94839
H -3.50545 1.08719 0.27592
H -3.99698 2.55908 -0.52054
H -1.40266 4.06156 -0.64266
H -2.58974 3.74743 -2.03126
H -0.78516 3.48924 -2.15892
H -2.99694 0.21632 -1.67913
H -1.81181 0.71978 -2.79964
H -3.33750 1.61874 -2.46814